1.
90
Properties=species:S:1:pos:R:3:forces:R:3 method="wB97M-V/def2-TZVPD" total_energy_ev=-72434.44975 smiles="CCOC(=O)C(F)(F)F.CCOC(=O)C(F)(F)F.CCOC(=O)C(F)(F)F.CCCC#N.CCCC#N.CCCC#N.CCCC#N" total_charge=0 e_lumo_ev=0.27 relative_energy_ev=0.320 orbital_gap_ha=0.4219
C 3.287674 -2.834467 -4.082632 1.6 0.7 -0.7
C 3.396173 -2.077461 -2.814316 -1.2 0.5 1.8
O 3.988284 -2.860818 -1.723753 0.8 0.4 -1.6
C 3.461652 -2.775910 -0.532775 2.4 -2.0 -0.5
O 2.357182 -2.506393 -0.268933 -2.2 0.9 1.3
C 4.563034 -3.347939 0.439256 0.3 -0.2 -0.2
F 5.797626 -3.206570 -0.058719 -0.2 0.3 0.1
F 4.534094 -2.679371 1.607861 -0.3 -1.0 -0.3
F 4.404280 -4.702884 0.567976 -0.4 1.3 0.6
H 4.283004 -2.894214 -4.549934 -0.3 -0.3 0.1
H 2.669483 -2.276604 -4.761950 -0.4 0.3 -0.3
H 2.859111 -3.795168 -3.971330 -0.4 -1.0 0.3
H 2.393315 -1.787615 -2.443931 0.5 0.0 -0.3
H 4.027728 -1.188089 -2.847480 -0.1 0.0 -0.4
C 2.422021 0.842713 -0.139997 0.5 -1.9 -1.6
C 2.818423 1.602516 -1.387516 -2.0 0.9 -0.8
O 4.182502 1.328083 -1.653622 1.3 1.5 0.9
C 5.010523 2.000646 -0.804770 2.0 -2.2 -1.5
O 4.806558 2.835504 -0.006842 -1.0 1.1 0.7
C 6.469019 1.368637 -0.959632 -1.1 0.7 -0.7
F 7.399271 1.978018 -0.227472 -0.5 -0.2 0.0
F 6.370460 0.094227 -0.604624 0.4 -0.5 0.2
F 6.853148 1.431913 -2.249454 0.1 -0.1 0.2
H 2.779452 1.266867 0.770894 0.5 0.3 0.5
H 2.839423 -0.207262 -0.305666 -0.7 1.4 0.7
H 1.361253 0.758085 -0.082296 -0.9 -0.1 0.0
H 2.593570 2.685352 -1.301006 0.7 -0.3 0.2
H 2.259705 1.366457 -2.336437 0.5 -0.5 1.1
C -4.848176 -8.085142 1.320208 0.4 -0.4 -0.3
C -4.031332 -6.808546 1.363619 0.6 -0.5 -0.7
O -3.641814 -6.426402 0.034899 -1.0 -0.4 -1.3
C -2.534205 -5.739541 -0.140675 -0.8 1.1 1.6
O -1.846330 -5.321064 0.757611 0.2 -0.2 -1.2
C -2.478519 -5.412819 -1.647466 2.8 1.2 0.6
F -3.195438 -4.325634 -1.963419 -0.3 -0.7 0.1
F -1.171211 -5.085587 -1.981219 -1.4 -0.6 0.2
F -2.852151 -6.471699 -2.306773 -0.3 -0.2 -1.1
H -5.624661 -7.973337 0.548609 0.0 -0.2 0.5
H -5.268793 -8.159837 2.323058 -0.4 -0.2 -0.1
H -4.287279 -9.042132 1.123252 -0.3 1.2 0.1
H -3.044760 -6.939960 1.770392 -0.1 0.0 1.5
H -4.639886 -6.000907 1.776555 0.5 0.0 0.2
C -1.384013 6.446663 2.590787 0.2 -0.1 -1.2
C -0.244573 5.936544 1.713654 0.3 -1.6 1.5
C -0.547183 4.834342 0.647643 0.7 1.3 -0.8
C -1.381172 3.718093 1.148136 3.0 3.4 -1.6
N -2.198082 3.011409 1.445178 -2.5 -2.8 1.2
H -1.016421 7.000670 3.445066 0.2 0.4 -0.1
H -1.934847 5.632210 3.009928 -0.7 -0.6 0.1
H -1.999159 7.055428 1.930905 -0.5 0.2 0.5
H 0.409986 5.391355 2.382437 0.7 0.3 0.3
H 0.287517 6.794245 1.338660 0.3 0.0 -0.7
H 0.463127 4.519230 0.188077 -1.8 0.2 0.7
H -1.151776 5.362461 -0.119378 0.3 -0.8 0.0
C -0.791125 4.148070 -3.686308 0.0 0.0 0.0
C -1.553812 3.011496 -4.394439 0.2 0.6 -0.8
C -0.511444 1.969157 -4.778589 1.1 0.6 0.2
C -0.890610 0.748614 -5.457553 -0.7 -1.6 -1.1
N -1.125029 -0.205032 -6.079947 0.3 1.4 1.0
H 0.067418 4.472571 -4.283981 -0.6 0.6 -0.5
H -0.212258 3.800943 -2.828265 -0.7 -0.3 0.5
H -1.488234 4.961977 -3.385146 0.8 -0.4 -0.3
H -1.978755 3.396582 -5.365454 -0.1 -0.3 1.2
H -2.303731 2.595868 -3.711132 0.0 0.1 -0.5
H 0.005344 1.725318 -3.841998 0.1 -0.3 -0.3
H 0.214291 2.464466 -5.466008 -0.3 -0.3 0.5
C -0.828883 3.153249 6.169309 1.8 -0.5 -1.0
C -1.321098 1.737352 5.841997 1.4 0.4 0.0
C -2.332569 1.776737 4.697076 1.4 -1.2 -0.9
C -2.896117 0.459184 4.581016 -2.2 -4.1 -0.3
N -3.389553 -0.610831 4.543642 1.6 3.1 0.0
H -0.328196 3.273929 7.118703 0.0 -0.4 0.4
H -1.617767 3.845301 6.147692 -1.3 0.9 0.0
H -0.081395 3.527867 5.428240 -0.6 -0.4 0.3
H -1.775681 1.300649 6.733412 -0.3 0.0 -0.2
H -0.478513 1.056930 5.592646 -0.4 0.5 0.1
H -2.041543 2.077503 3.660444 0.4 0.0 1.0
H -3.105079 2.397704 4.979288 -1.8 1.6 0.5
C -0.583013 -1.681158 0.747015 0.5 0.2 -1.0
C -2.021818 -1.581767 0.359244 -1.4 -0.1 0.2
C -2.573566 -0.223966 -0.079383 0.7 0.8 -1.1
C -1.569797 0.421839 -1.000714 -0.1 0.1 -0.6
N -0.751044 0.893293 -1.672981 -0.9 -0.4 0.8
H -0.375090 -2.714657 0.906844 0.2 -0.8 0.5
H -0.347873 -1.127675 1.649838 0.1 0.2 0.0
H 0.079157 -1.431418 -0.096000 -0.1 0.3 0.4
H -2.619932 -1.855272 1.218536 -0.3 -0.2 0.3
H -2.305553 -2.302333 -0.402009 0.3 -0.2 -0.2
H -2.600198 0.487145 0.742564 -0.4 0.0 0.3
H -3.593736 -0.297937 -0.558236 1.2 0.2 0.4

2.
53
Properties=species:S:1:pos:R:3:forces:R:3 method="wB97M-V/def2-TZVPD" total_energy_ev=-87494.33354 total_charge=-2 e_lumo_ev="3.87 / 3.87" spin_multiplicity=2 relative_energy_ev=0.135 orbital_gap_ha="0.1937 / 0.2032"
O 0.356461 -1.049411 1.294183 -0.3 -0.5 -1.9
V 0.864326 -0.553348 2.671791 -0.2 0.5 5.8
F 1.629217 0.398472 4.354014 -0.2 -0.3 -1.6
F -0.919646 -0.881856 3.733628 1.9 -0.1 -1.1
C 2.152905 -3.224051 2.636049 0.0 0.3 0.2
O 2.264685 -2.044007 3.372720 -1.4 0.5 -1.4
H 2.150659 -4.131363 3.276338 0.0 0.1 0.1
H 1.225864 -3.238475 2.047315 0.1 -0.4 -0.1
H 2.995733 -3.379541 1.923389 0.0 0.1 0.0
C 0.513336 4.128119 2.417905 -0.3 -0.9 0.4
F 0.021720 4.659395 1.279462 0.3 0.2 -0.1
F 1.789104 3.779764 2.202583 0.0 0.1 -0.1
F 0.554197 5.088377 3.353241 -0.2 0.4 -0.2
S -0.587990 2.714929 3.015077 -0.2 -0.7 0.6
O -0.424942 2.819672 4.430867 0.1 0.2 0.3
O -1.886101 3.114949 2.510090 0.1 0.1 -0.4
O -0.069821 1.492080 2.413367 0.2 0.7 -0.7
O 2.615614 0.277813 1.360712 0.3 -0.4 0.6
C 2.917696 1.091943 0.552477 -0.2 0.3 0.0
O 2.128435 2.139720 0.254439 -0.2 0.2 -0.4
C 2.676181 2.966123 -0.793558 -0.2 -1.2 0.2
C 3.705902 2.047433 -1.455689 1.4 0.8 0.0
C 4.147266 1.144260 -0.315112 0.2 -0.9 -0.6
H 3.096553 3.855890 -0.328697 0.0 0.1 -0.1
H 1.849477 3.195386 -1.461005 0.0 0.3 0.1
H 4.595934 2.578674 -1.807990 -0.3 0.3 -0.2
H 3.320806 1.496628 -2.312074 -0.3 -0.1 0.2
H 5.038721 1.475302 0.219441 -0.3 0.5 0.2
H 4.436995 0.154182 -0.669608 -0.3 -0.1 0.1
O -1.423522 -2.637789 -0.440968 0.1 0.2 -0.3
C -2.131110 -3.383191 -1.025309 0.0 0.1 0.1
O -3.340851 -3.771834 -0.509812 -0.5 -0.3 0.4
C -3.916891 -4.846748 -1.243308 0.4 0.2 -0.5
C -2.806276 -5.312288 -2.189230 -0.3 -0.9 -0.9
C -1.958474 -4.070456 -2.367132 -0.2 0.2 -0.5
H -4.759591 -4.487054 -1.841992 0.0 0.2 0.1
H -4.305357 -5.631359 -0.597399 0.2 0.1 0.3
H -3.278470 -5.669264 -3.110279 0.2 0.2 -0.1
H -2.216055 -6.165931 -1.850472 0.0 0.2 0.5
H -2.387255 -3.434889 -3.151298 -0.2 0.1 0.3
H -0.928215 -4.192479 -2.688598 0.1 -0.2 0.5
O -3.889450 2.906468 -2.303138 0.5 0.3 0.1
C -2.798759 2.484363 -2.012165 -0.9 -0.8 -0.1
O -1.743134 2.615574 -2.862997 0.2 -0.1 -0.7
C -0.746851 1.612492 -2.534982 -0.7 -0.2 1.2
C -0.899761 1.545549 -1.024917 0.5 -0.7 0.6
C -2.399566 1.653724 -0.798143 0.4 1.5 -0.3
H 0.248652 1.921297 -2.839888 -0.1 0.2 -0.3
H -1.026257 0.653490 -2.980848 0.1 0.1 -0.3
H -0.388154 2.429309 -0.640086 -0.2 -0.1 0.4
H -0.488161 0.670572 -0.523195 0.3 0.0 -0.1
H -2.599042 2.258534 0.089926 -0.1 -0.2 0.1
H -2.976758 0.734873 -0.729120 0.2 -0.1 -0.1

3.
21
Properties=species:S:1:pos:R:3:forces:R:3 method="wB97M-V/def2-TZVPD" total_energy_ev=-9970.46200 smiles="CC(=O)NC(C)(C)C" total_charge=0 e_lumo_ev=0.81 relative_energy_ev=0.712 orbital_gap_ha=0.3689
C 1.468017 1.432349 -2.363116 0.1 0.4 -0.2
C 0.511294 0.585811 -1.559535 -1.2 -0.5 -0.6
O -0.431949 -0.008141 -2.095417 1.0 0.7 0.1
N 0.744773 0.497561 -0.233733 -2.5 -1.9 0.5
C -0.376364 -0.393543 0.688252 2.0 1.5 0.3
C -1.384917 0.587484 1.273291 0.2 0.4 -0.1
C 0.531123 -0.938243 1.792010 0.0 -0.1 0.1
C -1.081253 -1.556183 0.003990 -0.1 0.0 -0.6
H 1.810551 2.312497 -1.811716 0.2 -0.2 0.1
H 0.972841 1.810615 -3.261901 0.0 -0.3 0.2
H 2.323888 0.823804 -2.668945 0.0 0.1 0.1
H 1.406069 1.159613 0.152897 -0.3 -0.4 0.5
H -1.958088 0.111569 2.079026 0.0 -0.1 -0.3
H -0.882531 1.452467 1.717083 0.0 -0.1 0.0
H -2.074842 0.954378 0.509473 0.1 -0.1 0.0
H 1.044758 -0.134855 2.326184 0.0 0.0 0.0
H -0.064574 -1.495063 2.527610 0.1 0.1 -0.2
H 1.289250 -1.608932 1.379193 -0.1 0.0 0.0
H -1.566563 -2.199692 0.749712 0.5 0.2 0.3
H -0.369498 -2.152754 -0.573511 -0.3 0.0 0.0
H -1.911984 -1.240743 -0.630847 0.5 0.1 -0.2

4.
34
Properties=species:S:1:pos:R:3:forces:R:3 method="wB97M-V/def2-TZVPD" total_energy_ev=-424355.78045 total_charge=0 e_lumo_ev="-1.91 / -3.11" spin_multiplicity=3 relative_energy_ev=0.000 orbital_gap_ha="0.2275 / 0.2135"
W 0.638364 -0.383101 1.098915 -0.3 -0.4 0.4
C 1.243340 -3.673626 -0.887699 0.0 0.0 0.0
C 0.505874 -3.326391 0.386470 0.0 -0.1 -0.1
C -0.735815 -4.161595 0.617170 0.0 0.0 0.0
O 0.086298 -1.941568 0.292672 0.1 0.1 0.0
H 1.671695 -4.673831 -0.810205 0.0 0.0 0.0
H 2.059281 -2.971460 -1.063909 0.0 0.0 0.0
H 0.561205 -3.648685 -1.738513 0.0 0.0 0.0
H 1.178205 -3.408150 1.244371 0.0 0.0 0.0
H -1.427557 -4.039755 -0.216935 0.0 0.0 0.0
H -1.237668 -3.862672 1.537499 0.0 0.0 0.0
H -0.465858 -5.215238 0.696800 0.0 0.0 0.0
Se 3.913441 0.247440 -3.141615 0.0 0.0 0.0
Sb 5.407251 -0.647497 -1.373022 0.0 0.0 0.0
Se 6.738363 0.961789 -0.350516 0.0 0.0 0.0
Se 5.274928 -2.976019 -1.444345 0.0 0.0 0.0
Se 2.880775 -0.279840 0.949373 0.1 0.1 -0.1
Se -1.765234 -1.315479 5.021950 0.0 0.0 0.0
C -0.586909 -0.923448 3.821481 0.1 0.0 0.1
N 0.230220 -0.645299 3.003462 -0.2 0.1 -0.2
Br 0.378162 2.281557 -2.162362 0.1 -0.1 0.0
C -1.092769 3.144538 -1.355539 0.0 0.0 0.0
C -1.678216 4.223766 -1.995025 -0.1 0.0 0.1
C -2.744369 4.871935 -1.389051 0.0 0.0 0.0
C -3.213532 4.449910 -0.153945 0.0 0.0 0.0
C -2.618793 3.372207 0.480456 0.0 0.0 0.0
C -1.555992 2.708912 -0.120930 -0.2 0.1 0.2
C -0.918768 1.542377 0.541032 -0.1 -0.1 -0.2
O -1.215567 0.348878 0.212714 0.3 0.2 -0.2
O 0.016531 1.674931 1.376499 0.3 0.1 0.0
H -1.301614 4.552086 -2.953036 0.0 0.0 0.0
H -3.205320 5.714398 -1.887229 0.0 0.0 0.0
H -4.042157 4.960313 0.317399 0.0 0.0 0.0
H -2.977779 3.038622 1.445602 0.0 0.0 0.0

5.
18
Properties=species:S:1:pos:R:3:forces:R:3 method="wB97M-V/def2-TZVPD" total_energy_ev=-7305.07761 smiles="C=C([NH3+])CC[NH3+]" total_charge=+2 e_lumo_ev=-7.22 relative_energy_ev=0.656 orbital_gap_ha=0.4274
C -1.632008 1.127416 -0.657915 -0.6 0.6 -0.7
C -0.344791 0.846298 -0.700922 -0.2 -0.8 0.5
N 0.317586 0.895509 -2.020621 0.4 0.3 -1.0
C 0.470221 0.367367 0.501058 -0.8 0.3 -0.6
C -0.140713 -0.946149 1.085706 0.6 1.1 -1.0
N 0.900508 -1.829857 1.703242 -0.3 -0.8 -0.6
H -2.227055 1.222630 -1.566200 0.2 0.3 0.0
H -2.201895 1.367592 0.231712 0.2 -0.6 0.3
H -0.268490 1.346935 -2.735399 -0.3 -0.1 0.2
H 0.627556 0.014755 -2.441114 -0.1 -0.3 0.2
H 1.147757 1.499381 -2.016982 0.1 0.0 0.3
H 0.270225 1.161525 1.204943 0.8 0.2 0.6
H 1.523682 0.273476 0.231566 0.1 0.1 0.3
H -0.856069 -0.678848 1.846676 -0.3 -0.3 0.1
H -0.601597 -1.440264 0.232902 -0.1 -0.6 0.5
H 1.596690 -2.116341 1.007555 0.3 0.4 0.2
H 1.350436 -1.433093 2.531815 0.1 0.0 0.0
H 0.476425 -2.729253 1.952011 -0.1 0.1 0.5

6.
83
Properties=species:S:1:pos:R:3:forces:R:3 method="wB97M-V/def2-TZVPD" total_energy_ev=-50823.30304 total_charge=0 e_lumo_ev=-0.34 orbital_gap_ha=0.2209
O -0.684996 -2.104659 -1.573679 -0.5 -0.9 0.7
O -2.277950 -0.434015 -2.951959 -1.1 0.0 -1.1
C 0.607357 -2.694660 -1.419725 0.2 0.5 -0.2
C 0.741609 -3.775259 -0.365301 0.1 0.0 0.0
H 1.329358 -1.879363 -1.235601 -0.1 -0.2 0.1
H 0.854436 -3.101344 -2.412287 -0.1 0.0 0.2
H 0.758128 -3.366874 0.649214 -0.1 -0.1 -0.1
H 1.698107 -4.279023 -0.514942 0.0 0.0 0.0
H -0.058503 -4.514296 -0.463774 0.1 0.0 0.1
C -1.599054 -2.107364 -0.448834 0.8 0.3 -0.3
C -2.741145 -3.057653 -0.693381 -0.3 -0.2 0.1
H -1.975233 -1.075582 -0.375843 0.0 -0.3 0.1
H -1.080364 -2.321187 0.502491 -0.1 0.0 -0.4
H -3.368753 -2.699290 -1.517293 0.2 -0.1 0.2
H -3.357886 -3.117907 0.209611 0.0 0.0 -0.1
H -2.388413 -4.069680 -0.925336 0.0 0.2 0.0
C -3.377502 0.493182 -2.979813 0.5 -0.2 -0.1
C -2.068281 -1.124516 -4.192041 0.2 0.4 0.3
C -4.416847 0.095490 -1.959978 -0.3 0.0 0.0
H -3.822571 0.532976 -3.989875 0.2 0.0 0.3
H -2.960803 1.483467 -2.749435 -0.2 -0.1 -0.1
H -4.835947 -0.886634 -2.207744 0.1 0.1 0.1
H -5.235257 0.821340 -1.969447 0.0 0.0 0.1
H -3.999677 0.065927 -0.946006 0.0 -0.1 -0.2
C -3.157128 -2.121940 -4.505252 -0.1 -0.2 -0.1
H -1.094358 -1.614149 -4.084741 -0.2 0.0 0.0
H -1.987406 -0.377169 -5.001121 0.0 -0.2 0.1
H -3.304517 -2.823980 -3.674424 0.1 0.2 -0.2
H -2.867155 -2.691860 -5.393589 -0.1 0.0 0.1
H -4.103710 -1.616131 -4.725551 0.1 -0.1 0.1
H -0.910171 -0.152975 -1.760142 1.1 1.8 0.7
Ba 0.325203 1.809867 1.377573 1.0 -0.1 0.3
C -0.321608 0.713474 -1.283495 -0.9 -1.0 -0.7
Si 0.623987 1.587416 -2.670231 0.1 -0.4 0.4
H -1.078853 1.345109 -0.784993 0.1 -0.1 -0.1
H 0.379269 0.217376 -0.587543 -0.1 0.3 -0.3
C 1.517840 0.220785 -3.600588 0.2 0.0 -0.1
C 1.801705 2.842531 -1.911850 0.2 0.2 -0.2
C -0.546355 2.464676 -3.839389 -0.2 0.1 -0.1
C 2.794757 0.530091 0.335834 -0.4 0.2 0.6
Si 3.929408 1.476561 1.457181 -0.3 -1.2 -0.9
H 3.152448 0.388773 -0.695845 0.0 0.2 0.2
H 2.477576 -0.466390 0.695471 0.3 0.2 0.1
C 4.973898 2.686102 0.449665 0.2 0.2 0.0
C 5.051045 0.342327 2.456111 0.3 0.1 0.3
C 3.009741 2.520573 2.749754 -0.2 0.2 0.4
H 0.020033 2.971674 -4.632236 -0.1 -0.1 0.2
H -1.127651 3.227405 -3.304658 0.0 -0.1 -0.1
H -1.248217 1.769891 -4.320047 0.2 0.2 0.1
H 2.478249 -0.030638 -3.129847 -0.2 0.1 -0.1
H 1.721768 0.526728 -4.635503 0.0 -0.1 0.2
H 0.912824 -0.697179 -3.632892 0.1 0.3 0.0
H 2.330386 2.415072 -1.046022 -0.2 0.0 -0.3
H 1.277930 3.759907 -1.602283 0.1 -0.1 -0.1
H 2.572753 3.138268 -2.640480 -0.2 0.0 0.2
H 5.542256 -0.388985 1.799896 -0.1 0.2 0.1
H 4.486099 -0.215104 3.218078 0.1 0.1 -0.2
H 5.833292 0.918871 2.971056 -0.1 -0.2 0.0
H 2.284757 1.932892 3.347553 0.4 0.3 -0.2
H 2.507366 3.409673 2.321657 0.2 -0.1 0.1
H 3.750610 2.907231 3.465501 -0.2 0.0 -0.2
H 5.838431 3.035517 1.033794 -0.2 0.0 -0.1
H 4.399539 3.574333 0.148156 0.1 -0.2 0.0
H 5.360987 2.212948 -0.463401 -0.1 0.1 0.2
B -0.362254 1.486857 5.008086 -0.3 -1.2 -0.3
N 0.506119 0.223124 4.622400 0.7 0.0 -0.7
C 0.748401 -0.871775 5.362719 0.2 0.0 -0.6
C 1.439484 -1.790667 4.572521 0.0 0.3 0.0
C 1.612386 -1.164193 3.331014 -1.0 0.9 0.7
N 1.018140 0.061147 3.350799 0.2 -1.1 1.0
N -1.726779 1.141944 4.294348 -0.5 0.2 -1.2
C -2.872742 0.700343 4.837916 0.0 -0.1 -0.9
C -3.723897 0.294151 3.805635 0.3 0.3 -0.1
C -3.016725 0.541750 2.615201 0.7 0.3 1.3
N -1.790318 1.052374 2.907968 -1.2 -0.2 1.0
H 0.114543 2.516881 4.612549 0.1 0.1 -0.3
H -0.531205 1.469459 6.198165 -0.1 0.1 0.0
H 0.417315 -0.934828 6.392278 0.1 0.1 -0.2
H 1.785402 -2.765931 4.858112 0.1 -0.1 0.1
H 2.127118 -1.532738 2.453106 -0.1 0.2 0.1
H -3.032647 0.688435 5.908546 0.2 0.0 -0.2
H -4.712175 -0.114226 3.904413 -0.1 0.0 0.0
H -3.347034 0.365280 1.594083 0.2 0.1 0.2